C58H102O32 | the ωB97M-V functional and the def2-TZVPD basis

Output
M	1311.422	Da
HOMO	-9.796	eV
HOMO-LUMO gap	9.71	eV
net charge	0
multiplicity	1
LUMO level	-0.1	eV
maximum force	6.074	eV Å⁻¹

Each line ends with the Löwdin charge.
CARTESIAN COORDINATES (ANGSTROEM)
1 C -1.3002 -4.5967 3.4723  -0.1351
2 O -0.8609 -3.3821 2.8958  -0.1182
3 H -1.7228 -4.5653 4.4766  0.0755
4 H -2.1158 -5.1016 2.9547  0.0731
5 H -0.4596 -5.2853 3.5571  0.0577
6 H -0.4022 -3.5751 2.0748  0.0216
7 C 0.9995 5.0560 0.2428  -0.1330
8 O -0.2685 4.7276 0.8022  -0.1303
9 H 1.6792 4.2087 0.3331  0.0560
10 H 0.8753 5.3862 -0.7885  0.0580
11 H 1.3350 5.9264 0.8067  0.0865
12 H -0.1652 4.5132 1.7322  0.0144
13 C 1.1263 3.1274 3.2983  -0.1191
14 O 0.1292 4.1163 3.5147  -0.1277
15 H 2.0387 3.4773 3.7813  0.0847
16 H 0.8584 2.2007 3.8058  0.0673
17 H 1.3620 2.9122 2.2560  0.0576
18 H 0.0769 4.3271 4.4498  0.0921
19 C 5.3824 -0.3317 -0.9196  -0.1360
20 O 5.1003 -1.7258 -0.8420  -0.1470
21 H 6.3417 -0.1255 -0.4449  0.0847
22 H 5.3299 0.0206 -1.9498  0.0499
23 H 4.6401 0.1858 -0.3119  0.0590
24 H 5.2525 -1.9554 0.0776  -0.0026
25 C -3.3519 2.8290 2.3498  -0.1241
26 O -4.4284 2.2063 3.0256  -0.1257
27 H -2.8767 2.1458 1.6458  0.0588
28 H -3.7383 3.6762 1.7832  0.0862
29 H -2.6066 3.1506 3.0772  0.0673
30 H -5.1290 1.8226 2.4930  0.0779
31 C 2.2398 -5.9213 3.7744  -0.1706
32 O 2.6051 -7.2244 3.3071  -0.1034
33 H 1.6369 -5.8923 4.6820  0.0761
34 H 3.1169 -5.3330 4.0442  0.0770
35 H 1.6716 -5.4054 3.0004  0.0601
36 H 1.7576 -7.6746 3.3343  0.0703
37 O -4.1040 -6.8024 1.1963  0.0552
38 C -4.0618 -5.6767 0.6541  -0.5124
39 O -5.0954 -4.9008 0.7184  0.0736
40 C -4.7155 -3.6463 0.0320  -0.0856
41 C -3.2149 -3.7429 -0.2577  -0.1656
42 C -2.9421 -5.1771 -0.2175  -0.0958
43 H -5.0363 -2.8243 0.6720  0.1054
44 H -5.3142 -3.6036 -0.8778  0.1273
45 H -2.5722 -3.2622 0.4799  0.1022
46 H -2.9261 -3.2872 -1.2048  0.1085
47 H -1.9953 -5.4411 0.2537  0.1164
48 H -3.1118 -5.5762 -1.2175  0.1392
49 O -3.1112 0.8513 7.9286  0.0629
50 C -3.4620 1.8028 7.1935  -0.3838
51 O -4.5848 2.5322 7.4321  0.0201
52 C -4.7123 3.6640 6.5765  -0.1314
53 C -3.2525 3.9078 6.1070  -0.1569
54 C -2.6189 2.5436 6.1303  -0.0790
55 H -5.0423 4.5487 7.1210  0.1257
56 H -5.3825 3.4306 5.7491  0.1237
57 H -2.7111 4.5861 6.7665  0.1153
58 H -3.3061 4.3915 5.1316  0.1094
59 H -1.5585 2.6136 6.3726  0.1262
60 H -2.6798 2.0461 5.1624  0.0939
61 O -2.1955 0.4915 -1.0956  0.0940
62 C -1.1767 0.3080 -0.4350  -0.3679
63 O 0.1021 0.3262 -0.9675  0.0144
64 C 1.1128 0.2789 -0.0189  -0.1648
65 C 0.3393 -0.4659 1.0799  -0.1522
66 C -1.1198 -0.1147 1.0306  -0.0379
67 H 1.5035 1.2200 0.3681  0.0950
68 H 2.0105 -0.2714 -0.3007  0.1257
69 H 0.7998 -0.2585 2.0458  0.0954
70 H 0.5807 -1.5145 0.9056  0.1017
71 H -1.3712 0.7049 1.7038  0.1051
72 H -1.7538 -0.9715 1.2586  0.1208
73 O 2.5576 -2.3462 -5.5646  0.0729
74 C 3.6435 -1.7640 -5.4949  -0.4930
75 O 4.4826 -1.6546 -6.4737  0.0573
76 C 5.3902 -0.5835 -6.3608  -0.1428
77 C 5.0822 0.1591 -5.0691  -0.1164
78 C 4.1139 -0.8361 -4.3973  -0.0833
79 H 5.1222 -0.0021 -7.2430  0.1296
80 H 6.4039 -0.9316 -6.5593  0.1317
81 H 4.6578 1.1385 -5.2899  0.1084
82 H 5.9612 0.3277 -4.4468  0.1156
83 H 3.3414 -0.3711 -3.7849  0.1099
84 H 4.6342 -1.4790 -3.6874  0.1178
85 O -5.1999 0.7123 -4.0489  0.1395
86 C -5.1261 0.4869 -2.8963  -0.4965
87 O -5.3509 1.5267 -2.0745  0.0177
88 C -5.3550 1.1443 -0.7357  -0.1564
89 C -5.4361 -0.4492 -0.7777  -0.1342
90 C -4.9616 -0.8686 -2.1813  -0.0540
91 H -6.2687 1.5341 -0.2869  0.1270
92 H -4.4076 1.4637 -0.3015  0.0929
93 H -6.4331 -0.7650 -0.4704  0.1107
94 H -4.7774 -0.7652 0.0312  0.0812
95 H -5.6208 -1.5837 -2.6734  0.1217
96 H -3.9232 -1.1999 -2.1834  0.0914
97 O -0.4706 1.0416 -7.8170  0.1235
98 C -0.5971 1.1298 -6.6324  -0.5270
99 O -1.7966 1.0541 -6.1142  0.0545
100 C -1.7877 1.4885 -4.6923  -0.0775
101 C -0.3655 1.2683 -4.3212  -0.1925
102 C 0.3861 1.4867 -5.5332  -0.0976
103 H -2.5380 0.7898 -4.3223  0.1192
104 H -2.1342 2.5165 -4.5853  0.1143
105 H -0.1056 0.2912 -3.9140  0.1215
106 H -0.0102 1.9691 -3.5658  0.0971
107 H 1.1867 0.7622 -5.6828  0.1281
108 H 0.7626 2.4909 -5.7278  0.1273
109 O 0.1822 -4.1230 0.2703  0.0399
110 C 0.9569 -4.2008 -0.7194  -0.3799
111 O 1.6045 -3.1181 -1.2107  0.0386
112 C 2.5364 -3.4995 -2.1791  -0.1789
113 C 2.0365 -4.8386 -2.6599  -0.1256
114 C 1.4869 -5.4878 -1.3521  -0.0277
115 H 3.5330 -3.6197 -1.7545  0.1257
116 H 2.6359 -2.7567 -2.9706  0.1078
117 H 2.9075 -5.2846 -3.1400  0.1236
118 H 1.2492 -4.7286 -3.4055  0.0940
119 H 2.1702 -6.0711 -0.7349  0.1349
120 H 0.5931 -6.1019 -1.4620  0.1185
121 O 5.3322 2.6825 -2.1246  0.0697
122 C 4.3271 3.1193 -2.7140  -0.4002
123 O 4.4097 4.0186 -3.7464  0.0106
124 C 3.1466 4.3844 -4.2804  -0.1565
125 C 2.1583 3.8962 -3.2568  -0.1519
126 C 2.8661 2.7215 -2.6030  -0.0546
127 H 3.0751 3.9594 -5.2816  0.1278
128 H 3.1508 5.4743 -4.2996  0.1306
129 H 1.2897 3.4882 -3.7737  0.0832
130 H 1.9850 4.6887 -2.5287  0.1059
131 H 2.7724 1.8078 -3.1900  0.1182
132 H 2.5222 2.6889 -1.5692  0.1092
133 O -4.8843 -3.7454 -4.4023  0.0492
134 C -3.6281 -3.5800 -4.5473  -0.4316
135 O -3.0066 -2.5067 -4.0874  0.0273
136 C -1.5899 -2.6391 -4.1771  -0.1448
137 C -1.3385 -4.1152 -4.3707  -0.1552
138 C -2.6397 -4.5872 -5.0303  -0.0626
139 H -1.0050 -2.2901 -3.3261  0.1230
140 H -1.2385 -2.0136 -4.9977  0.1300
141 H -1.1884 -4.6387 -3.4265  0.1019
142 H -0.4675 -4.3771 -4.9714  0.1173
143 H -2.8353 -5.6050 -4.6928  0.1317
144 H -2.5038 -4.4988 -6.1082  0.1378
145 O -4.5912 6.0825 -0.8083  0.0970
146 C -3.6587 5.4196 -1.2428  -0.4694
147 O -3.6360 4.0795 -1.1924  0.0281
148 C -2.5217 3.5147 -1.9118  -0.1452
149 C -1.9512 4.6759 -2.7294  -0.1387
150 C -2.4063 5.8815 -1.9082  -0.0713
151 H -2.8581 2.6783 -2.5244  0.0965
152 H -1.7654 3.1222 -1.2321  0.1118
153 H -2.3579 4.6089 -3.7384  0.1126
154 H -0.8628 4.7237 -2.7639  0.0957
155 H -2.6476 6.7298 -2.5487  0.1301
156 H -1.6162 6.1186 -1.1956  0.1175
157 O -0.4296 -0.0255 4.5069  0.0571
158 C -1.5620 -0.5005 4.7133  -0.3905
159 O -2.6369 -0.1455 3.9283  -0.0224
160 C -3.7901 -0.8151 4.2437  -0.1641
161 C -3.4496 -1.6469 5.5006  -0.1309
162 C -1.9870 -1.5520 5.6985  -0.0849
163 H -4.0071 -1.4660 3.3968  0.1229
164 H -4.5305 -0.0201 4.3328  0.1188
165 H -3.8534 -2.6586 5.5393  0.1204
166 H -3.8566 -1.1773 6.3961  0.1022
167 H -1.4142 -2.4293 5.3979  0.1121
168 H -1.7155 -1.3315 6.7309  0.1328
169 O 4.7440 -2.5003 1.5110  0.0984
170 C 3.9279 -2.0766 2.3132  -0.4045
171 O 2.8951 -2.7998 2.7327  0.0673
172 C 2.2158 -2.1538 3.7329  -0.2096
173 C 3.0177 -0.9786 4.1974  -0.1334
174 C 3.9013 -0.7571 3.0345  -0.0892
175 H 2.0525 -2.8180 4.5816  0.1351
176 H 1.2294 -1.8053 3.4269  0.0921
177 H 3.7171 -1.3005 4.9689  0.1278
178 H 2.4171 -0.1086 4.4631  0.1192
179 H 4.9362 -0.4911 3.2499  0.1277
180 H 3.6193 0.0585 2.3687  0.1125
181 O 3.5897 2.4476 0.9836  0.0750
182 C 4.6693 2.6915 1.4641  -0.5377
183 O 5.3728 1.9325 2.1994  0.0307
184 C 6.6308 2.4706 2.7065  -0.0722
185 C 6.4302 3.9972 2.4493  -0.1351
186 C 5.4284 4.0209 1.3171  -0.0657
187 H 7.3892 1.9715 2.1032  0.1279
188 H 6.8098 2.2147 3.7508  0.1254
189 H 7.3470 4.5091 2.1570  0.1162
190 H 6.0345 4.4422 3.3623  0.1152
191 H 5.9373 4.0423 0.3534  0.1245
192 H 4.6813 4.8083 1.4173  0.1249